Computed, not measured: the ion C3H8N5 with charge +1 in a non-equilibrium geometry, with the ωB97M-V functional and the def2-TZVPD basis.

```
16
Properties=species:S:1:pos:R:3:forces:R:3
H -0.197 -0.922 -1.859 0.21 -0.05 -1.32
H -1.852 -0.364 -1.266 0.40 -0.18 -0.55
N -0.274 1.825 -1.321 1.22 -0.01 1.33
C -0.674 -1.649 0.035 0.93 2.02 1.82
H 0.268 2.641 -0.919 -1.26 -1.09 -1.11
H -0.698 1.839 -2.275 0.87 -0.15 1.51
H 1.585 -0.132 3.124 -0.29 1.04 3.35
C -0.226 0.719 -0.496 -0.92 1.24 -0.15
N 1.492 -0.258 2.186 0.92 0.08 -2.77
H -1.044 -2.687 0.036 0.40 0.48 -1.04
N 0.112 0.896 0.748 -0.09 2.05 -0.06
C -0.782 -0.525 -1.070 -0.94 -2.03 2.86
H 1.805 -1.196 2.025 -0.01 -0.55 -0.51
N -0.117 -1.443 1.192 -2.41 -2.01 -0.56
H -0.473 -0.014 2.592 0.88 0.22 -2.58
N 0.162 -0.134 1.692 0.09 -1.07 -0.20
```
Positions in Å, forces in eV/Å.

Properties
Total charge   +1
SMILES   NC1=N[N@H+](N)N=CC1
ΔE to the lowest compared entry with this formula, charge and spin   85.1 kcal/mol
LUMO level   -3.837 eV
E_HOMO   -14.1 eV

Atomic partial charges in e from the Löwdin method, atoms 1 to 5: number 1, H, carries 0.1191; number 2, H, carries 0.1452; number 3, N, carries 0.1478; number 4, C, carries 0.0019; number 5, H, carries 0.1508